Record 1
{
  "formula": "C46H65BCl3CrN13S3Se",
  "method": "ωB97M-V/def2-TZVPD",
  "elements": ["Cr", "C", "C", "C", "C", "N", "N", "B", "N", "N", "C", "C", "C", "C", "C", "S", "C", "C", "C", "C", "N", "N", "C", "C", "C", "C", "C", "S", "C", "C", "C", "C", "C", "S", "C", "C", "C", "C", "H", "H", "H", "H", "H", "H", "H", "H", "H", "H", "H", "H", "H", "H", "H", "H", "H", "H", "H", "H", "H", "H", "H", "H", "H", "H", "H", "H", "H", "H", "H", "H", "H", "H", "H", "H", "H", "H", "H", "Cl", "C", "Cl", "Cl", "C", "N", "N", "C", "N", "N", "C", "N", "H", "H", "H", "H", "C", "C", "C", "C", "N", "C", "Se", "N", "C", "C", "C", "C", "C", "C", "C", "C", "C", "C", "H", "H", "H", "H", "H", "H", "H", "H", "H", "H", "H", "H", "H", "H", "H", "H", "H", "H", "H", "H", "H", "H"],
  "xyz": [[-0.0969, 0.0622, 0.8576], [-5.1574, -0.9496, -1.2738], [-4.3549, -0.0105, -2.1147], [-4.8299, 0.5321, -3.2637], [-4.0673, 1.4676, -4.0240], [-2.8878, 1.8384, -3.6209], [-2.4082, 1.2811, -2.4829], [-1.0062, 1.7014, -2.1491], [-0.8319, 2.6226, -0.9704], [-0.7771, 3.2505, -2.1551], [-0.6078, 4.5377, -2.2820], [-0.5559, 5.2501, -1.0491], [-0.6508, 4.6368, 0.1689], [-0.6155, 5.4024, 1.4464], [-0.7546, 3.1922, 0.2178], [-0.7158, 2.2881, 1.6473], [-0.5663, 5.1610, -3.6539], [-0.1222, 4.1204, -4.6868], [-2.0052, 5.6292, -3.9496], [0.3862, 6.3605, -3.6666], [0.0811, 0.7816, -2.6735], [-0.3164, 0.2594, -3.8553], [0.5540, -0.3843, -4.5786], [1.9068, -0.4870, -4.1586], [2.2975, -0.0210, -2.9408], [3.6920, -0.1785, -2.4270], [1.2932, 0.5921, -2.1331], [1.6382, 1.0370, -0.5036], [0.0843, -0.9809, -5.8924], [0.5975, -2.4231, -6.0074], [-1.4415, -0.9834, -5.9712], [0.6645, -0.1248, -7.0287], [-3.0338, 0.3840, -1.7171], [-2.3525, -0.2692, -0.2936], [-4.6414, 2.0881, -5.2853], [-5.7774, 3.0329, -4.8622], [-5.1978, 0.9794, -6.1913], [-3.5811, 2.8734, -6.0543], [-6.0774, -1.2282, -1.7830], [-5.4124, -0.4765, -0.3229], [-4.5901, -1.8500, -1.0339], [-5.8231, 0.2701, -3.6037], [-0.4332, 6.3237, -1.0896], [-0.5170, 6.4690, 1.2624], [0.2175, 5.0631, 2.0644], [-1.5287, 5.2222, 2.0173], [-0.8183, 3.2815, -4.7390], [0.8805, 3.7455, -4.4642], [-0.0915, 4.5874, -5.6710], [-2.6989, 4.7866, -3.9413], [-2.0330, 6.0967, -4.9344], [-2.3422, 6.3682, -3.2202], [1.3916, 6.0875, -3.3400], [0.0254, 7.1839, -3.0494], [0.4601, 6.7374, -4.6862], [2.6267, -0.9740, -4.8037], [4.3402, -0.5790, -3.2031], [3.7040, -0.8552, -1.5704], [4.0946, 0.7755, -2.0858], [0.2828, -3.0252, -5.1519], [1.6840, -2.4781, -6.0852], [0.1889, -2.8792, -6.9095], [-1.8793, -1.5877, -5.1718], [-1.7492, -1.4083, -6.9271], [-1.8490, 0.0240, -5.8925], [1.7554, -0.0884, -6.9947], [0.2842, 0.8978, -6.9821], [0.3800, -0.5503, -7.9916], [-6.5646, 2.5043, -4.3205], [-6.2302, 3.4808, -5.7473], [-5.4049, 3.8390, -4.2266], [-6.0589, 0.4719, -5.7555], [-4.4353, 0.2333, -6.4263], [-5.5321, 1.4215, -7.1297], [-3.2028, 3.7182, -5.4801], [-4.0252, 3.2626, -6.9705], [-2.7331, 2.2438, -6.3304], [-2.0228, -3.0548, 5.0020], [-2.9716, -2.0115, 3.9438], [-3.8306, -0.7854, 4.8640], [-4.0699, -2.9518, 2.9353], [-2.0417, -1.3245, 3.0316], [-1.3568, -0.8207, 2.2712], [4.8712, 0.7677, 5.1429], [3.6590, 0.8526, 4.6102], [2.7288, 1.6059, 5.2059], [3.4438, 0.1601, 3.4898], [2.3181, 0.1357, 2.8843], [1.3462, 0.0636, 2.2458], [5.1327, 1.2564, 5.9818], [5.5578, 0.1939, 4.6822], [2.9259, 2.1333, 6.0397], [1.8182, 1.7061, 4.7927], [1.3322, -6.9479, 3.4198], [1.4521, -6.3585, 2.0192], [1.7585, -4.8622, 2.0135], [0.6009, -3.9827, 2.4733], [-0.5141, -3.9850, 1.5130], [-0.5351, -3.3112, 0.3514], [0.7722, -2.0581, -0.1838], [-1.6332, -3.6535, -0.3365], [-1.9629, -3.2700, -1.7104], [-1.6615, -4.3906, -2.6975], [-0.1969, -4.8151, -2.7100], [0.0885, -5.8562, -3.7846], [-2.3552, -4.5821, 0.4061], [-3.5641, -5.2232, 0.1506], [-4.0210, -6.0906, 1.1220], [-3.2990, -6.3151, 2.3055], [-2.1032, -5.6748, 2.5585], [-1.6449, -4.7962, 1.5811], [1.2120, -8.0297, 3.3812], [0.4777, -6.5525, 3.9743], [2.2281, -6.7371, 4.0070], [0.5413, -6.5553, 1.4427], [2.2528, -6.8730, 1.4855], [2.0621, -4.5350, 1.0168], [2.6058, -4.6597, 2.6750], [0.9173, -2.9479, 2.6013], [0.1929, -4.3288, 3.4221], [-1.3787, -2.3787, -1.9369], [-3.0187, -2.9925, -1.7237], [-1.9554, -4.0360, -3.6906], [-2.2948, -5.2571, -2.4883], [0.0758, -5.2231, -1.7303], [0.4368, -3.9330, -2.8579], [-0.5135, -6.7530, -3.6308], [1.1358, -6.1559, -3.7788], [-0.1444, -5.4713, -4.7796], [-4.1174, -5.0613, -0.7648], [-4.9523, -6.6183, 0.9674], [-3.6898, -7.0121, 3.0344], [-1.5538, -5.8592, 3.4708]],
  "mulliken_spin": [3.251, -0.009, -0.012, 0.002, 0.000, 0.001, 0.001, -0.003, 0.002, 0.003, -0.001, 0.000, 0.004, -0.005, 0.019, -0.057, 0.000, 0.000, 0.000, 0.000, 0.004, -0.001, -0.003, 0.001, 0.030, -0.003, -0.020, -0.071, 0.000, 0.000, 0.000, 0.000, 0.023, -0.059, 0.000, 0.000, 0.000, 0.001, -0.001, 0.000, 0.003, -0.001, 0.000, 0.000, 0.001, 0.001, 0.000, 0.000, 0.000, 0.000, 0.000, 0.000, 0.000, 0.000, 0.000, 0.000, 0.000, 0.001, 0.002, 0.000, 0.000, 0.000, 0.000, 0.000, 0.000, 0.000, 0.000, 0.000, 0.000, 0.000, 0.000, 0.000, 0.000, 0.000, 0.000, 0.000, 0.000, 0.001, -0.004, 0.002, 0.002, 0.066, -0.091, 0.004, -0.002, 0.002, 0.013, 0.070, -0.103, 0.000, 0.000, 0.000, 0.001, 0.000, 0.000, -0.006, -0.006, -0.013, 0.051, -0.083, -0.017, -0.007, 0.003, -0.001, 0.000, 0.003, 0.000, -0.002, -0.001, 0.000, -0.003, 0.000, 0.000, 0.000, 0.000, 0.000, -0.001, -0.001, 0.016, 0.000, 0.007, -0.004, 0.000, 0.000, -0.003, 0.000, 0.000, 0.000, 0.000, 0.000, 0.000, 0.000, 0.000],
  "e_homo_ev": [-14.91, -14.90],
  "charge": 3,
  "orbital_gap_ev": [7.1834, 7.4239],
  "s2": 3.8351,
  "spin_multiplicity": 4,
  "de_lowest_kj_mol": 0.0
}

Record 2
{
  "formula": "C29H43F3N2O15S3",
  "method": "ωB97M-V/def2-TZVPD",
  "elements": ["O", "C", "O", "C", "C", "F", "O", "H", "H", "H", "O", "C", "O", "C", "C", "F", "O", "H", "H", "H", "O", "C", "O", "C", "C", "F", "O", "H", "H", "H", "O", "S", "O", "C", "C", "C", "C", "H", "H", "H", "H", "H", "H", "H", "H", "O", "S", "O", "C", "C", "C", "C", "H", "H", "H", "H", "H", "H", "H", "H", "O", "S", "O", "C", "C", "C", "C", "H", "H", "H", "H", "H", "H", "H", "H", "C", "C", "C", "N", "C", "H", "H", "H", "H", "H", "C", "C", "C", "N", "C", "H", "H", "H", "H", "H"],
  "xyz": [[2.9313, -7.2549, 0.3592], [2.2788, -6.3175, 0.1915], [2.3940, -5.1698, 0.9337], [1.3250, -4.3099, 0.5759], [0.6256, -4.9141, -0.6136], [0.7970, -4.1556, -1.7862], [1.2826, -6.1748, -0.8033], [0.6893, -4.2557, 1.4702], [1.6076, -3.2586, 0.3809], [-0.4854, -4.9407, -0.4522], [2.8634, 1.7339, -2.2986], [2.3687, 1.4570, -3.3773], [1.0673, 1.0445, -3.5270], [0.8988, 0.6125, -4.9225], [1.9806, 1.4138, -5.6059], [1.4701, 2.6140, -5.9984], [2.9539, 1.6248, -4.5633], [1.1779, -0.4420, -5.1407], [-0.1043, 0.9304, -5.1953], [2.5111, 0.9306, -6.4237], [-0.7653, -0.0598, 2.5227], [-0.4586, 0.1167, 1.3559], [-0.6199, 1.1976, 0.6394], [0.0128, 0.9932, -0.6437], [0.6137, -0.3705, -0.5897], [1.9775, -0.3326, -0.5350], [0.0766, -0.8746, 0.5796], [-0.7489, 1.1606, -1.4120], [0.8296, 1.7298, -0.7418], [0.3182, -0.9087, -1.4820], [-0.5159, -3.9311, 3.3758], [-0.1060, -3.8100, 4.7552], [-0.1297, -4.9746, 5.5960], [1.6112, -3.1304, 4.8031], [1.5559, -2.1571, 6.0268], [0.2812, -1.3548, 5.8724], [-0.8664, -2.3183, 5.6199], [1.6551, -2.5531, 3.8859], [2.3463, -3.9463, 4.8228], [1.6481, -2.7224, 6.9775], [2.4345, -1.4458, 5.9848], [0.3460, -0.6119, 4.9845], [0.1659, -0.8641, 6.8101], [-1.5469, -1.9178, 4.8758], [-1.2840, -2.7172, 6.4780], [-3.0866, 2.1307, -1.2964], [-3.6799, 0.8905, -0.8185], [-2.8523, -0.3285, -0.6997], [-4.4692, 1.2537, 0.7792], [-5.9254, 0.7527, 0.6054], [-6.0566, -0.1155, -0.6421], [-5.1139, 0.4131, -1.7739], [-4.2000, 2.3038, 0.9442], [-3.9722, 0.6754, 1.5377], [-6.1104, 0.1117, 1.4455], [-6.6156, 1.5771, 0.5055], [-7.0900, -0.1541, -0.9471], [-5.7694, -1.1617, -0.4262], [-5.4780, 1.2860, -2.3673], [-4.7293, -0.4274, -2.3856], [4.5714, 3.6814, 2.4527], [3.6652, 2.8389, 3.1493], [2.8568, 3.4013, 4.1821], [2.6265, 1.7997, 2.0251], [3.1139, 0.3566, 2.2939], [3.5906, 0.1926, 3.7754], [4.4803, 1.4390, 3.9126], [2.8980, 2.1087, 1.0261], [1.5343, 2.0400, 2.1876], [2.3110, -0.3116, 2.1443], [3.9713, 0.1155, 1.6794], [4.1786, -0.7467, 3.7610], [2.8939, 0.1991, 4.5717], [5.3831, 1.3310, 3.3319], [4.6108, 1.7439, 4.9609], [-0.0908, 4.2102, -1.7616], [-0.0551, 4.0195, -3.1581], [1.2070, 4.4331, -3.5968], [1.9203, 4.8676, -2.5418], [1.1089, 4.7609, -1.4198], [-0.9052, 3.9595, -1.0850], [-0.8694, 3.5926, -3.7314], [1.6498, 4.2460, -4.5817], [2.9047, 5.1876, -2.5667], [1.4354, 5.0081, -0.4624], [-2.6845, -0.9059, -5.4923], [-2.2340, -0.8188, -4.1483], [-2.2413, 0.4935, -3.8517], [-2.6111, 1.1661, -4.9452], [-2.8746, 0.3530, -5.9966], [-2.6551, -1.8395, -6.0684], [-2.0380, -1.5607, -3.4048], [-1.9334, 1.0883, -2.9673], [-2.8270, 2.1777, -4.9708], [-3.2078, 0.7995, -6.9294]],
  "lowdin_charge": [0.215, -0.517, 0.071, -0.086, -0.258, 0.008, 0.111, 0.109, 0.138, 0.179, 0.135, -0.537, 0.032, -0.021, -0.272, 0.055, 0.134, 0.156, 0.115, 0.169, 0.124, -0.570, 0.080, -0.058, -0.330, 0.067, 0.120, 0.093, 0.127, 0.166, -0.346, 0.692, -0.326, -0.200, -0.230, -0.231, -0.173, 0.080, 0.110, 0.126, 0.108, 0.138, 0.103, 0.095, 0.071, -0.352, 0.695, -0.321, -0.182, -0.200, -0.213, -0.205, 0.108, 0.095, 0.107, 0.113, 0.107, 0.124, 0.123, 0.103, -0.305, 0.640, -0.322, -0.180, -0.198, -0.187, -0.240, 0.085, 0.120, 0.073, 0.121, 0.125, 0.078, 0.099, 0.111, -0.116, -0.100, -0.158, 0.032, -0.127, 0.099, 0.084, 0.106, 0.175, 0.091, -0.107, -0.102, -0.211, -0.010, -0.128, 0.100, 0.099, 0.093, 0.171, 0.115],
  "e_homo_ev": -8.19,
  "charge": 0,
  "smiles": "O=C1OC[C@@H](F)O1.O=C1OC[C@@H](F)O1.O=C1OC[C@@H](F)O1.O=S1(=O)CCCC1.O=S1(=O)CCCC1.O=S1(=O)CCCC1.c1cc[nH]c1.c1cc[nH]c1",
  "orbital_gap_ev": 8.3707
}

Record 3
{
  "formula": "C4H8N2OS",
  "method": "ωB97M-V/def2-TZVPD",
  "elements": ["N", "C", "O", "C", "S", "C", "N", "C", "H", "H", "H", "H", "H", "H", "H", "H"],
  "xyz": [[-2.2928, 0.4324, 0.1736], [-1.3244, -0.4857, -0.0464], [-1.4585, -1.6954, -0.2613], [0.1198, 0.0049, 0.0018], [0.3816, 1.8197, -0.0579], [1.0690, -0.7664, -0.9288], [2.0783, -0.9618, 0.1093], [0.9961, -0.6558, 1.1327], [-2.0123, 1.2954, 0.6248], [-3.2487, 0.1085, 0.3493], [0.4440, 1.8905, -1.3712], [0.5450, -1.7148, -1.2260], [1.4616, -0.2580, -1.8364], [2.7372, -0.1995, 0.0354], [0.6697, -1.5946, 1.5718], [1.3048, 0.0438, 1.9332]],
  "lowdin_charge": [0.147, -0.528, 0.033, -0.639, 0.810, -0.232, -0.035, -0.150, 0.057, 0.125, -0.135, 0.126, 0.117, 0.082, 0.115, 0.106],
  "e_homo_ev": -8.93,
  "charge": 0,
  "smiles": "NC(=O)C1(S)CNC1",
  "orbital_gap_ev": 9.5182,
  "de_lowest_kj_mol": 88.4
}

no.,molar mass (g/mol)
1,1144.45
2,812.86
3,132.19